The following is a DFT calculation (ωB97M-V with the def2-TZVPD basis set) of a cluster of 12 separate species, C17H58O12 in total at a distorted geometry.

ΔE to the lowest compared entry with this formula, charge and spin, kJ/mol: 0.00
E_HOMO (spin up / spin down), eV: -12.0645 / -12.0645
Charge: +1
LUMO (spin up / spin down), eV: -2.22 / -8.82
Multiplicity: 2
Orbital gap (spin up / spin down), eV: 9.8448 / 3.2421

Positions of all 87 atoms, in Å:
C -0.16687 -2.22218 4.65949
O 0.41500 -3.26683 5.37233
H -1.05496 -2.54992 4.11910
H -0.48596 -1.33826 5.21172
H 0.54555 -2.00996 3.86230
H -0.17169 -3.65070 6.02810
C 4.19656 -1.85705 -2.01904
O 3.90159 -2.79739 -2.99499
H 5.09605 -2.16480 -1.48584
H 4.48695 -0.86846 -2.37467
H 3.44994 -1.71808 -1.23715
H 3.88818 -3.68260 -2.62374
C 0.56631 -0.41700 0.37940
O -0.09032 -1.32496 -0.51079
H -0.03289 0.49104 0.44664
H 0.69622 -0.79595 1.39311
H 1.55741 -0.19108 -0.01403
H 0.12471 -1.08238 -1.41440
C 2.07953 0.76554 5.26827
C 2.35115 1.12926 3.82440
O 1.54770 2.29304 3.55561
H 1.00460 0.82199 5.43989
H 2.65135 1.49883 5.83696
H 2.36470 -0.24463 5.56208
H 1.98356 0.35373 3.15244
H 3.39715 1.36246 3.62536
H 1.45735 2.52129 2.62753
C -3.83704 -0.49773 -0.59853
C -4.79571 -1.44265 0.14718
O -4.04857 -2.08861 1.13334
H -2.96759 -1.08265 -0.89857
H -3.41528 0.22324 0.10176
H -4.22671 -0.05541 -1.51538
H -5.32870 -2.15545 -0.48204
H -5.54170 -0.82079 0.64202
H -3.35341 -2.52042 0.63145
C -0.49456 2.12218 -3.54305
C -1.62603 1.13439 -3.17442
O -1.26366 -0.11090 -3.64668
H -0.63880 3.14553 -3.19656
H -0.28964 2.07817 -4.61271
H 0.46504 1.81526 -3.12706
H -2.55954 1.52922 -3.57537
H -1.75406 1.12842 -2.09198
H -0.32170 -0.16740 -3.47031
C -0.64140 3.55736 0.91101
C 0.61774 3.44518 0.06553
O 1.46845 2.71043 0.89631
H -0.35579 3.80126 1.93426
H -1.29937 2.68937 0.86869
H -1.31413 4.28503 0.45710
H 1.10111 4.38550 -0.19954
H 0.49060 2.86467 -0.84823
H 2.36239 2.69859 0.54656
C 3.30975 1.88745 -1.78670
C 3.90248 3.15020 -1.37930
O 4.08697 2.92931 -0.01040
H 3.89850 0.99582 -1.57117
H 3.10097 1.81058 -2.85374
H 2.33539 1.74898 -1.31815
H 3.16620 3.94477 -1.50045
H 4.85782 3.36788 -1.85682
H 4.46870 3.74726 0.31646
C -2.30306 1.50498 4.03785
C -2.52978 0.24052 3.21750
O -3.90850 0.04430 2.96185
H -2.64472 1.37566 5.06482
H -2.74199 2.40643 3.61027
H -1.22540 1.65949 4.09149
H -2.36605 -0.59271 3.90088
H -2.00986 0.17839 2.26151
H -3.92902 -0.64852 2.29763
C -0.55184 -3.43636 -4.27473
C -2.09785 -3.42262 -4.13966
O -2.49505 -2.48788 -3.16382
H -0.13620 -2.53150 -4.71810
H -0.21043 -4.23917 -4.92820
H -0.10810 -3.40937 -3.27950
H -2.48783 -4.38979 -3.82249
H -2.51977 -3.21540 -5.12309
H -2.06063 -1.64319 -3.30307
O 1.54936 -0.70876 -3.04171
H 2.06875 -1.49253 -2.86236
H 1.83002 -0.42906 -3.91304
O -1.57188 -3.62206 -0.38084
H -0.90605 -2.93632 -0.32942
H -1.96171 -3.51351 -1.24830

Here are the Löwdin charges for atoms 1 to 8, given in e: -0.199, -0.078, 0.067, 0.067, 0.081, 0.090, -0.198, -0.088


The following is a DFT calculation (ωB97M-V with the def2-TZVPD basis set) of a cluster of 2 separate species, C3H10N2 in total at a distorted geometry.

ΔE to the lowest compared entry with this formula, charge and spin, kJ/mol: 118.49
SMILES: C=N.CCN
E_HOMO, eV: -9.1892
Charge: 0
LUMO, eV: 1.16
Multiplicity: 1
Orbital gap, eV: 10.3533

Positions of all 15 atoms, in Å:
C 2.42687 -1.62633 -0.39135
N 2.33522 -1.00391 0.70278
H 2.67297 -1.01652 -1.25083
H 2.27624 -2.69312 -0.50027
H 1.93863 -1.53860 1.47414
C -0.80338 0.14586 0.80893
C -0.76640 1.09754 -0.37118
N -2.09708 1.11163 -0.98032
H -1.07985 -0.88016 0.57526
H 0.13898 0.09756 1.35286
H -1.49269 0.53382 1.56777
H -0.38578 2.06640 -0.05788
H -0.08995 0.63896 -1.09025
H -2.81834 1.14776 -0.26894
H -2.25543 1.91910 -1.57071

Here are the Löwdin charges for atoms 1 to 8, given in e: -0.136, 0.012, 0.055, 0.060, 0.039, -0.137, -0.347, -0.028


The following is a DFT calculation (ωB97M-V with the def2-TZVPD basis set) of a cluster of 11 separate species, C17H56N10O17 in total at a distorted geometry.

ΔE to the lowest compared entry with this formula, charge and spin, kJ/mol: 38.15
SMILES: NC(N)=O.NC(N)=O.NC(N)=O.NC(N)=O.NC(N)=O.OCCO.OCCO.OCCO.OCCO.OCCO.OCCO
E_HOMO, eV: -9.2637
Charge: 0
LUMO, eV: 0.37
Multiplicity: 1
Orbital gap, eV: 9.6376

Positions of all 100 atoms, in Å:
C 3.20161 -3.01461 0.85508
O 3.27809 -3.54888 -0.24892
N 2.41932 -3.45479 1.88367
N 3.81436 -1.79125 1.06078
H 2.26206 -4.44849 1.84654
H 2.42345 -3.01579 2.79560
H 4.23329 -1.38600 0.25924
H 3.81505 -1.33276 1.95635
C -3.17299 -2.47812 -1.94245
O -4.37775 -2.48630 -1.80392
N -2.70332 -2.53943 -3.26207
N -2.22596 -2.25596 -0.86559
H -1.83158 -2.12196 -3.52499
H -3.42431 -2.47887 -3.99219
H -1.31436 -2.75373 -0.88994
H -2.67729 -2.51456 0.04104
C 0.27657 -4.49454 -2.24583
O 0.15022 -3.54789 -1.49170
N 1.35017 -5.30005 -2.25335
N -0.67105 -4.91892 -3.20849
H 1.79485 -5.65178 -3.10481
H 1.90229 -5.16659 -1.44978
H -1.50748 -4.31862 -3.19883
H -0.98583 -5.88074 -2.98853
C 2.32362 -0.25231 4.38215
O 2.93472 -1.26788 4.01049
N 1.06198 -0.35806 4.97204
N 2.85937 1.00760 4.18023
H 0.62256 0.47294 5.36418
H 0.68389 -1.27831 5.01141
H 3.74476 0.98089 3.81759
H 2.49957 1.81119 4.63045
C 2.52696 -0.43902 -2.62856
O 3.42583 0.03171 -3.34565
N 1.50118 0.38638 -2.13374
N 2.66814 -1.80370 -2.33512
H 0.69661 0.03635 -1.64874
H 1.41145 1.26662 -2.54671
H 1.89838 -2.32392 -2.02920
H 3.53183 -2.25269 -2.75540
C -1.33159 3.05333 3.89674
C -2.27418 2.24040 4.82551
O -2.39381 0.93833 4.28682
O 0.10936 2.72811 3.97422
H -1.35224 4.11136 4.15410
H -1.68886 2.90569 2.88387
H -3.18499 2.83252 4.76896
H -1.83590 2.30417 5.85582
H -3.27608 0.85620 3.86208
H 0.36432 2.26812 3.15582
C 6.79444 -1.63008 -4.23745
C 5.79826 -2.60914 -4.77425
O 5.30591 -3.46985 -3.78532
O 6.22622 -0.95655 -3.07320
H 7.20541 -0.99851 -4.99999
H 7.71466 -2.12767 -3.81036
H 6.25907 -3.18761 -5.51143
H 4.93506 -2.06650 -5.23694
H 5.24086 -2.99034 -2.94311
H 5.36937 -0.56328 -3.35460
C -5.60441 -0.11780 1.86974
C -4.40577 -0.63781 1.18600
O -3.78328 -1.74809 1.86270
O -5.24785 0.40858 3.13903
H -6.42474 -0.86379 1.93996
H -5.91414 0.73296 1.26968
H -3.68694 0.17522 1.10838
H -4.66539 -0.94272 0.20378
H -4.03621 -1.57676 2.78870
H -6.02200 0.75271 3.56242
C 0.49466 -0.50413 1.44347
C -0.50948 0.51305 1.00537
O -1.10091 0.26913 -0.27624
O -0.17601 -1.77679 1.49921
H 0.90068 -0.15832 2.37037
H 1.35692 -0.60889 0.75073
H -0.05399 1.48667 1.02488
H -1.30977 0.36608 1.76444
H -1.42033 -0.66810 -0.39084
H 0.50177 -2.38556 1.74522
C -1.54190 2.45668 -2.56449
C -2.28628 3.66896 -3.11307
O -3.51763 3.81410 -2.47708
O -2.40702 1.26619 -2.59768
H -1.30743 2.54646 -1.46000
H -0.61316 2.32210 -3.06223
H -2.45542 3.63997 -4.20394
H -1.60416 4.44300 -2.77474
H -3.84653 2.91459 -2.35567
H -2.11260 0.68833 -1.86848
C -0.34122 5.95901 0.97977
C -1.30848 5.97028 -0.22387
O -2.52138 6.57880 0.24097
O -0.88781 5.39292 2.17380
H 0.01420 6.90854 1.32091
H 0.44868 5.27037 0.68578
H -1.57824 5.00121 -0.66285
H -0.94147 6.51321 -1.08749
H -2.84108 7.24293 -0.38547
H -1.64943 5.93086 2.45915

Here are the Löwdin charges for atoms 1 to 8, given in e: -0.639, -0.002, 0.158, 0.175, 0.112, 0.075, 0.090, 0.065


The following is a DFT calculation (ωB97M-V with the def2-TZVPD basis set) of a structure of composition C7H11GdI2N2O5S at a distorted geometry.

ΔE to the lowest compared entry with this formula, charge and spin, kJ/mol: 159.23
E_HOMO (spin up / spin down), eV: 1.0894 / 1.0467
Charge: -2
LUMO (spin up / spin down), eV: 4.66 / 4.69
Multiplicity: 8
Orbital gap (spin up / spin down), eV: 3.5721 / 3.6468

Positions of all 29 atoms, in Å:
C 1.41607 -0.65661 2.51434
I -0.72651 -2.08234 1.66994
H 2.44715 -0.96191 2.80037
H 1.03111 -1.48214 1.78855
H 0.75404 -0.46140 3.40013
C -0.86495 -2.33783 -1.71863
C -0.09010 -0.22081 -1.56913
N -1.19683 -0.99495 -1.79103
H 1.12981 -3.25054 -1.46933
I 0.14919 1.87027 -2.29848
N 0.94600 -1.09597 -1.52885
H -1.58455 -3.14912 -1.81704
Gd -0.81088 1.78825 0.58328
C 1.37440 0.57058 1.67273
O 2.21767 1.32616 1.31322
C 0.46885 -2.40333 -1.55948
C 2.35778 -0.73347 -1.34555
H 2.95927 -1.34269 -2.03922
H 2.66482 -0.95616 -0.31275
H 2.48955 0.33258 -1.56459
C -2.56821 -0.50718 -1.83192
H -3.21114 -1.21247 -2.38204
H -2.60138 0.46141 -2.33262
H -2.98638 -0.38591 -0.82197
O -0.61098 2.35460 2.78573
S -1.16892 3.68092 2.22190
O -0.20698 3.94351 1.02467
O -2.40989 3.15224 1.44370
O -1.36800 4.75430 3.16409

Here are the Löwdin charges for atoms 1 to 8, given in e: -0.387, 0.189, 0.063, -0.271, 0.053, -0.190, -0.786, -0.199


The following is a DFT calculation (ωB97M-V with the def2-TZVPD basis set) of an isolated molecule of FH4N2PS at a distorted geometry.

ΔE to the lowest compared entry with this formula, charge and spin, kJ/mol: 115.34
SMILES: NP(N)(F)=S
E_HOMO, eV: -9.2694
Charge: 0
LUMO, eV: 0.50
Multiplicity: 1
Orbital gap, eV: 9.7674

Positions of all 9 atoms, in Å:
N -0.30923 -1.20774 -0.61301
N 0.49939 1.39026 0.66923
F 0.86488 0.98184 -1.57873
P 1.17511 0.18726 -0.28799
S 3.00040 -0.36726 0.18652
H -0.06920 -1.72893 -1.45378
H -0.37976 -1.83534 0.23938
H -0.45968 1.67304 0.34735
H 0.82082 1.30246 1.69457

Here are the Löwdin charges for atoms 1 to 8, given in e: -0.134, -0.159, -0.221, 0.176, 0.168, -0.016, 0.022, 0.077


The following is a DFT calculation (ωB97M-V with the def2-TZVPD basis set) of an isolated molecule of C3H3NO4 at a distorted geometry.

ΔE to the lowest compared entry with this formula, charge and spin, kJ/mol: 408.22
SMILES: O=C(O)C1=NOCO1
E_HOMO, eV: -9.8141
Charge: 0
LUMO, eV: -0.39
Multiplicity: 1
Orbital gap, eV: 9.4238

Positions of all 11 atoms, in Å:
C -1.23796 0.12280 0.87240
C -0.02587 -0.09244 -0.02360
C 1.50496 0.75940 -1.31240
H -0.86402 -1.83097 1.19778
H 1.41493 0.60819 -2.40978
H 2.16967 1.43348 -0.92507
N 0.90363 -1.13006 0.10611
O -1.60026 -1.09703 1.33787
O -1.78506 1.13307 1.02200
O 1.78593 -0.63180 -1.02806
O 0.28780 0.96590 -0.80982

Here are the Löwdin charges for atoms 1 to 8, given in e: -0.483, -0.184, -0.198, 0.169, 0.158, 0.112, 0.186, 0.085


The following is a DFT calculation (ωB97M-V with the def2-TZVPD basis set) of an isolated molecule of C5H8O.

ΔE to the lowest compared entry with this formula, charge and spin, kJ/mol: 209.11
SMILES: C[C@H]1C[C@H]2O[C@@H]12
E_HOMO, eV: -9.7885
Charge: 0
LUMO, eV: 1.18
Multiplicity: 1
Orbital gap, eV: 10.9673

Positions of all 14 atoms, in Å:
C -1.40179 0.42875 -0.85482
C 0.06749 0.50297 -0.46739
C 0.34549 0.53286 1.07140
C 0.99729 -0.84887 0.94583
O 0.09691 -1.72801 0.29089
C 0.84817 -0.81909 -0.51524
H -1.89230 -0.37590 -0.29697
H -1.53043 0.23615 -1.92485
H -1.91046 1.36807 -0.60844
H 0.59141 1.30072 -1.00537
H -0.50880 0.62502 1.75058
H 1.08145 1.30547 1.31587
H 1.72381 -1.32183 1.60336
H 1.49176 -1.20631 -1.30486

Here are the Löwdin charges for atoms 1 to 8, given in e: -0.067, -0.290, -0.080, -0.226, -0.018, -0.200, 0.080, 0.077


The following is a DFT calculation (ωB97M-V with the def2-TZVPD basis set) of a structure of composition C18H15BrZn at a distorted geometry.

ΔE to the lowest compared entry with this formula, charge and spin, kJ/mol: 0.00
E_HOMO, eV: 0.1175
Charge: -2
LUMO, eV: 4.66
Multiplicity: 1
Orbital gap, eV: 4.5445

Positions of all 35 atoms, in Å:
C 0.40376 2.08994 0.54468
C 1.55160 2.02146 1.36691
C 2.69327 1.99298 0.51936
H 1.55679 1.94229 2.46501
C 2.23827 1.98089 -0.83732
C 0.82474 2.05176 -0.79728
H 0.13004 1.97056 -1.63845
H -0.63833 2.07270 0.88966
H 3.74637 1.95164 0.85585
H 2.85189 1.90521 -1.74603
Zn -1.83534 -0.58767 -0.28295
Br -2.24091 -0.02209 2.02903
C -3.57579 -0.13303 -1.19970
C -3.17878 0.92840 -2.08346
C -3.21552 2.14123 -1.38141
H -3.05226 0.81831 -3.15788
C -3.70995 1.92571 -0.08562
C -3.96606 0.53582 0.08520
H -4.55005 0.05225 0.86275
H -4.04776 -1.07514 -1.47364
H -2.95417 3.13659 -1.77741
H -3.88348 2.67565 0.68611
C -0.18399 -1.80506 0.06955
C 0.85692 -2.39958 0.41151
C 2.08067 -3.10546 0.63805
C 3.27432 -2.59880 0.06489
C 4.56443 -3.01781 0.44751
C 4.71031 -4.08435 1.32673
C 3.55632 -4.79046 1.71138
C 2.26537 -4.35850 1.31374
H 3.13561 -1.86544 -0.72016
H 5.44239 -2.48616 0.05621
H 5.70369 -4.37154 1.67384
H 3.68953 -5.64476 2.39742
H 1.38600 -4.95186 1.56633

Here are the Löwdin charges for atoms 1 to 8, given in e: -0.251, -0.223, -0.241, 0.055, -0.241, -0.246, 0.047, 0.014


Number 1 is which compound? C17H58O12